{
  "formula": "C4H9O2",
  "method": "ωB97M-V/def2-TZVPD",
  "elements": ["C", "C", "H", "H", "H", "H", "H", "H", "C", "C", "O", "O", "H", "H", "H"],
  "coordinates": [[-1.38161, -0.71469, 1.00926], [-1.25628, -2.24876, 0.86221], [-2.42055, -0.38312, 1.00331], [-0.83849, -0.35156, 1.87295], [-0.91710, -0.19131, 0.17733], [-1.19408, -2.51946, -0.19094], [-0.28725, -2.52121, 1.28400], [-2.05319, -2.78672, 1.37192], [1.41654, 1.80418, -1.70622], [1.59267, 1.51145, -0.19144], [0.55471, 1.67467, 0.49352], [2.72822, 1.15484, 0.19143], [2.29562, 1.52668, -2.28862], [1.16516, 2.85857, -1.81573], [0.59564, 1.18642, -2.07297]],
  "homo_lumo_gap_ha": 0.28808,
  "homo_energy_ev": -3.853,
  "e_above_lowest_kcal_mol": 5.1,
  "max_force_ha_per_bohr": 0.021,
  "charge": -1
}

=====

{
  "formula": "C4H9O2",
  "method": "ωB97M-V/def2-TZVPD",
  "elements": ["C", "C", "O", "C", "C", "O", "H", "H", "H", "H", "H", "H", "H", "H", "H"],
  "coordinates": [[0.63704, -0.50049, 1.73671], [0.92055, 0.10668, 0.32345], [0.86182, 1.46637, 0.40807], [-0.04002, -0.52282, -0.74847], [-1.23985, 0.25630, -1.25402], [-1.07146, 1.67447, -1.31674], [-0.07621, -1.30966, 1.75480], [0.24642, 0.33898, 2.24309], [1.53426, -0.83428, 2.23257], [1.94617, -0.23026, 0.08982], [-0.38182, -1.46669, -0.29763], [0.61229, -0.84942, -1.56364], [-1.46766, 0.01378, -2.27974], [-2.17295, 0.02400, -0.68076], [-0.30860, 1.83303, -0.64751]],
  "homo_lumo_gap_ha": 0.27366,
  "homo_energy_ev": -2.974,
  "e_above_lowest_kcal_mol": 46.9,
  "max_force_ha_per_bohr": 0.029,
  "smiles": "C[C@H]([O-])CCO",
  "charge": -1
}

=====

{
  "formula": "C4H9O2",
  "method": "ωB97M-V/def2-TZVPD",
  "elements": ["C", "C", "O", "C", "C", "O", "H", "H", "H", "H", "H", "H", "H", "H", "H"],
  "coordinates": [[-1.77132, 0.38474, -1.49339], [-0.80442, -0.12583, -0.28632], [-0.12429, -1.14699, -0.87872], [0.03911, 1.00661, 0.40432], [1.02178, 0.47742, 1.43331], [1.73987, -0.65904, 0.85802], [-2.29074, 1.31348, -1.63162], [-1.01389, 0.35958, -2.39223], [-2.55389, -0.46638, -1.61394], [-1.52705, -0.51253, 0.41983], [0.66851, 1.56262, -0.31785], [-0.60132, 1.72326, 1.01395], [0.60798, 0.06019, 2.43669], [1.69667, 1.16464, 1.83438], [1.17817, -1.21436, 0.06883]],
  "homo_lumo_gap_ha": 0.27790,
  "homo_energy_ev": -3.120,
  "e_above_lowest_kcal_mol": 63.4,
  "max_force_ha_per_bohr": 0.094,
  "smiles": "C[C@@H]([O-])CCO",
  "charge": -1
}

=====

{
  "formula": "C4H9O2",
  "method": "ωB97M-V/def2-TZVPD",
  "elements": ["C", "C", "H", "H", "H", "H", "H", "H", "C", "C", "O", "O", "H", "H", "H"],
  "coordinates": [[-0.66500, -1.38654, -0.95647], [0.66996, -1.32286, -1.74790], [-0.42217, -1.77182, 0.03864], [-1.15805, -0.42843, -0.86586], [-1.35718, -2.14145, -1.34708], [0.42174, -0.74396, -2.64160], [1.21901, -2.22250, -2.00188], [1.27706, -0.64690, -1.14275], [0.47301, 1.39590, 1.98828], [-0.59526, 1.70456, 0.90009], [-0.22884, 1.90475, -0.28115], [-1.78488, 1.69185, 1.30438], [1.19284, 0.66209, 1.63500], [-0.05632, 1.00441, 2.85628], [1.01408, 2.30091, 2.26202]],
  "homo_lumo_gap_ha": 0.28705,
  "homo_energy_ev": -3.758,
  "e_above_lowest_kcal_mol": 5.9,
  "max_force_ha_per_bohr": 0.043,
  "charge": -1
}

=====

{
  "formula": "C4H9O2",
  "method": "ωB97M-V/def2-TZVPD",
  "elements": ["C", "O", "C", "C", "C", "O", "H", "H", "H", "H", "H", "H", "H", "H", "H"],
  "coordinates": [[1.13064, 0.93671, -0.42606], [3.11122, 0.65983, -0.25209], [0.58387, -0.27389, 0.44057], [-0.88706, -0.48399, 0.84469], [-1.72560, -0.57716, -0.46345], [-2.96809, -1.11328, -0.33314], [0.34110, 1.69719, -0.60505], [1.98305, 1.64054, -0.05538], [1.53251, 0.51582, -1.33749], [0.92625, -1.23334, -0.00546], [1.15741, -0.24736, 1.38387], [-1.25160, 0.37494, 1.41894], [-1.09280, -1.42748, 1.38119], [-1.71692, 0.52281, -0.69165], [-1.12400, -0.99135, -1.29951]],
  "homo_lumo_gap_ha": [0.23337, 0.23690],
  "homo_energy_ev": [1.060, 0.960],
  "e_above_lowest_kcal_mol": 117.6,
  "spin_multiplicity": 2,
  "max_force_ha_per_bohr": 0.068,
  "s2": 0.76,
  "charge": -2
}

=====

{
  "formula": "C4H9O2",
  "method": "ωB97M-V/def2-TZVPD",
  "elements": ["C", "C", "H", "H", "H", "H", "H", "H", "C", "C", "O", "O", "H", "H", "H"],
  "coordinates": [[2.01894, -0.98089, 1.77227], [0.84376, -0.76304, 0.84062], [2.92903, -1.14405, 1.20521], [2.08061, -0.10130, 2.41882], [1.92618, -1.66106, 2.61845], [0.95277, 0.05985, 0.13261], [0.61731, -1.59257, 0.16347], [-0.03153, -0.63178, 1.44808], [-1.42268, 0.69525, -2.02978], [-1.89107, 1.44246, -0.78479], [-1.54168, 2.68698, -0.84402], [-2.40908, 0.79539, 0.08930], [-2.20079, 0.00676, -2.37347], [-0.67891, -0.03052, -1.70391], [-1.19287, 1.21850, -2.95285]],
  "homo_lumo_gap_ha": [0.43063, 0.27872],
  "homo_energy_ev": [-10.893, -10.788],
  "e_above_lowest_kcal_mol": 11.2,
  "spin_multiplicity": 2,
  "max_force_ha_per_bohr": 0.032,
  "s2": 0.75
}

=====

{
  "formula": "C4H9O2S",
  "method": "ωB97M-V/def2-TZVPD",
  "elements": ["C", "C", "C", "S", "C", "O", "O", "H", "H", "H", "H", "H", "H", "H", "H", "H"],
  "coordinates": [[-1.24165, -0.68744, 0.74890], [-0.64188, 0.40332, -0.17504], [-0.98922, 1.73661, 0.45831], [1.03454, 0.08993, -0.13886], [1.20646, -1.19458, -1.38556], [1.79241, 1.23233, -0.68011], [1.93648, -0.84910, 1.44794], [-1.06267, -0.19183, 1.64766], [-2.28935, -0.84438, 0.47305], [-0.73699, -1.68139, 0.77647], [-0.54944, 1.90880, 1.42063], [-2.03620, 1.95482, 0.55278], [-0.44194, 2.44855, -0.21998], [0.54358, -2.07732, -1.56512], [1.36210, -0.64115, -2.28824], [2.11378, -1.60717, -1.07282]],
  "homo_lumo_gap_ha": 0.25637,
  "homo_energy_ev": -3.039,
  "e_above_lowest_kcal_mol": 147.1,
  "max_force_ha_per_bohr": 0.102,
  "smiles": "CC(C)=[S@@](C)(=O)[O-]",
  "charge": -1
}

=====

{
  "formula": "C4H9O3",
  "method": "ωB97M-V/def2-TZVPD",
  "elements": ["C", "C", "C", "O", "O", "H", "H", "H", "H", "H", "C", "O", "H", "H", "H", "H"],
  "coordinates": [[1.51249, 0.92866, -0.77181], [0.46214, 2.02520, -0.62064], [1.35239, -0.46700, 0.14987], [0.50506, -1.34039, -0.16699], [2.14573, -0.45218, 1.07490], [1.61503, 0.57732, -1.81398], [2.41121, 1.42008, -0.47429], [0.90722, 3.01163, -0.66801], [-0.16891, 1.95746, 0.27112], [-0.16318, 2.02291, -1.46640], [-2.85543, -0.07146, -0.10513], [-2.21453, -0.98155, 0.74618], [-1.55969, -1.51830, 0.30685], [-3.14304, 0.84720, 0.38725], [-3.80508, -0.28987, -0.56020], [-2.09738, 0.11247, -0.94007]],
  "homo_lumo_gap_ha": 0.28596,
  "homo_energy_ev": -3.902,
  "e_above_lowest_kcal_mol": 33.7,
  "max_force_ha_per_bohr": 0.056,
  "charge": -1
}